Formula: C14H21ClN2O3S
Source: the Open Molecules 2025 dataset
Level of theory: ωB97M-V/def2-TZVPD

Geometry (Å):
C 0.427 2.844 5.634
C 0.586 2.245 4.242
C -0.778 2.012 3.579
C -0.603 1.428 2.193
O -0.710 2.075 1.177
N -0.279 0.099 2.226
C 0.030 -0.737 1.161
C -0.229 -0.398 -0.165
C 0.126 -1.259 -1.180
S -0.230 -0.814 -2.890
O 0.856 -1.326 -3.680
O -1.557 -1.259 -3.199
N -0.221 0.835 -2.858
C 1.073 1.474 -2.890
C 1.201 2.590 -1.857
C -1.394 1.557 -3.305
C -2.322 1.911 -2.146
C 0.721 -2.478 -0.921
C 0.964 -2.845 0.393
C 0.622 -1.981 1.417
Cl 0.941 -2.449 3.058
H -0.143 2.177 6.276
H -0.092 3.798 5.582
H 1.401 3.008 6.088
H 1.131 1.301 4.315
H 1.173 2.920 3.617
H -1.380 1.341 4.195
H -1.299 2.964 3.482
H -0.142 -0.328 3.135
H -0.696 0.543 -0.397
H 1.277 1.873 -3.893
H 1.801 0.686 -2.690
H 2.221 2.964 -1.852
H 0.952 2.229 -0.863
H 0.533 3.413 -2.099
H -1.933 0.921 -4.012
H -1.068 2.461 -3.827
H -2.731 0.999 -1.718
H -3.144 2.523 -2.508
H -1.791 2.458 -1.371
H 0.992 -3.118 -1.744
H 1.421 -3.795 0.623

Calculated values
Calculated total energy (eV): -47339.685
SMILES string: CCCC(=O)Nc1cc(S(=O)(=O)N(CC)CC)ccc1Cl
E_HOMO (eV): -9.05
LUMO (eV): 0.49
Net charge: 0

Results of the Löwdin charge analysis, in e, for atoms 1 through 5:
1 C -0.110
2 C -0.252
3 C -0.121
4 C -0.457
5 O 0.076



Formula: C34H28Br2I2N2O15S
Source: the Open Molecules 2025 dataset
Level of theory: ωB97M-V/def2-TZVPD

Geometry (Å):
C -3.428 -3.941 -3.981
C -2.264 -3.483 -2.957
Br -0.880 -4.767 -2.302
C -2.241 -2.134 -2.522
Br -3.647 -0.918 -3.283
C -1.222 -1.486 -1.493
C -1.760 -1.095 -0.038
C -3.298 -1.388 0.366
O -3.583 -2.799 0.563
C -2.481 -3.485 1.188
O -2.894 -4.748 1.819
C -1.666 -5.363 2.295
C -0.987 -6.351 1.187
O -0.099 -7.337 1.768
C -0.859 -0.467 1.061
C 0.663 -0.164 0.825
N 1.611 0.408 1.764
S 3.024 0.459 0.804
N 2.582 -0.220 -0.692
C 1.160 -0.566 -0.633
C 0.282 -1.204 -1.760
C 0.964 -1.582 -3.143
I 2.390 -3.270 -3.058
C 0.727 -0.950 -4.402
C -0.334 0.247 -4.468
I 1.822 -1.731 -6.133
H -4.440 -3.719 -3.465
H -3.421 -5.061 -4.202
H -3.388 -3.389 -4.981
H -3.995 -1.022 -0.482
H -3.540 -0.768 1.310
H -2.090 -2.831 2.057
H -1.640 -3.781 0.447
H -1.794 -5.982 3.247
H -0.860 -4.564 2.533
H -0.327 -5.650 0.535
H -1.767 -6.785 0.461
H 0.798 -6.917 1.754
H -1.341 -0.255 2.088
H -1.358 -0.242 -4.706
H -0.121 0.956 -5.342
H -0.378 0.794 -3.461
C 0.037 4.226 6.466
C 1.245 4.148 5.906
C 1.514 3.230 4.763
O 2.626 3.198 4.263
C 0.413 2.387 4.285
C -0.794 2.462 4.847
C -1.070 3.401 5.972
O -2.192 3.458 6.452
O -1.826 1.679 4.412
O 2.283 4.907 6.356
H -0.172 4.890 7.294
H 0.626 1.711 3.467
H -2.590 1.916 4.973
H 3.044 4.670 5.789
C 8.464 -1.937 -5.766
C 7.676 -3.009 -5.657
C 6.264 -2.889 -5.194
O 5.563 -3.886 -5.123
C 5.768 -1.557 -4.833
C 6.558 -0.486 -4.939
C 7.961 -0.601 -5.428
O 8.649 0.401 -5.529
O 6.111 0.757 -4.604
O 8.130 -4.256 -5.965
H 9.490 -2.010 -6.102
H 4.749 -1.489 -4.485
H 6.865 1.357 -4.769
H 7.374 -4.855 -5.805
C -2.865 6.936 2.640
C -3.945 7.300 1.945
C -5.212 6.517 2.010
O -6.184 6.890 1.377
C -5.232 5.310 2.842
C -4.151 4.943 3.535
C -2.892 5.741 3.491
O -1.924 5.390 4.149
O -4.158 3.824 4.310
O -3.933 8.406 1.149
H -1.941 7.497 2.603
H -6.152 4.741 2.867
H -3.266 3.778 4.708
H -4.829 8.454 0.759

Calculated values
Calculated total energy (eV): -236514.767
E_HOMO (eV): -8.77
LUMO (eV): -1.82
Net charge: 0

Results of the Löwdin charge analysis, in e, for atoms 1 through 5:
1 C -0.163
2 C -0.602
3 Br 0.666
4 C -0.573
5 Br 0.727



Formula: C4H14N2OS
Source: the Open Molecules 2025 dataset
Level of theory: ωB97M-V/def2-TZVPD

Geometry (Å):
N 0.195 0.425 -1.490
C 0.205 0.491 -0.008
C 0.808 1.855 0.333
S 2.756 -2.106 -0.793
C -1.245 0.321 0.461
N -1.678 -1.018 0.230
C -3.032 -1.407 -0.053
H 1.156 0.417 -1.828
H -0.127 -0.498 -1.786
H 0.880 -0.269 0.418
H 1.845 1.978 0.035
H 0.233 2.579 -0.256
H 0.687 2.104 1.387
H -1.811 1.049 -0.119
H -1.242 0.617 1.520
H -1.155 -1.726 0.699
H -3.759 -1.148 0.725
H -3.010 -2.466 -0.293
H -3.379 -0.939 -0.982
H 3.585 -0.797 0.632
H 4.432 0.392 0.321
O 3.657 0.146 0.850

Calculated values
Calculated total energy (eV): -20233.629
E_HOMO (eV): -8.26
LUMO (eV): -4.20
Net charge: 0

Results of the Löwdin charge analysis, in e, for atoms 1 through 5:
1 N 0.023
2 C -0.474
3 C -0.081
4 S 0.285
5 C -0.221